12
Properties=species:S:1:pos:R:3:forces:R:3:lowdin_charge:R:1 method="wB97M-V/def2-TZVPD" spin_multiplicity=1 e_above_lowest_kcal_mol=117.9 fmax_ev_per_a=0.673 homo_lumo_gap_ev=8.2 total_charge=0 lumo_energy_ev=-0.8212
O -2.483 0.871 -0.075 0.490 -0.453 0.091 0.08
C -1.597 0.081 0.109 -0.345 0.426 -0.084 -0.24
C -0.323 0.074 -0.730 0.005 0.111 -0.055 -0.29
C 0.779 0.992 -0.248 0.012 -0.213 -0.175 -0.02
N 1.844 0.142 -0.012 -0.170 -0.047 -0.170 0.05
C 1.465 -1.074 -0.304 0.004 -0.013 -0.028 -0.17
O 0.240 -1.273 -0.728 0.152 -0.006 0.081 0.02
H -1.632 -0.691 0.902 0.008 0.090 -0.081 0.14
H -0.564 0.337 -1.764 0.016 -0.034 0.070 0.17
H 0.186 1.519 1.620 -0.072 0.031 0.216 0.03
H -0.093 1.139 2.205 -0.025 0.021 0.108 0.08
H 2.094 -1.958 -0.239 -0.074 0.088 0.026 0.15